Molecular formula: C26H23BF4N7OsSe2
Method: DFT, the ωB97M-V functional and the def2-TZVPD basis

```
64
Properties=species:S:1:pos:R:3:mulliken_charge:R:1
Os 0.290 -0.330 -0.303 1.644
C -0.906 2.088 -1.854 -0.870
N 0.166 1.754 -0.880 -0.382
C 1.503 2.190 -1.398 -0.591
C 2.562 1.376 -0.721 -0.127
N 2.274 0.171 -0.217 0.117
C 3.499 -0.398 0.172 0.463
C 3.806 -1.636 0.727 -0.251
C 5.136 -1.883 1.003 -0.890
C 6.137 -0.932 0.744 -0.559
C 5.842 0.297 0.193 -1.128
C 4.503 0.534 -0.089 0.537
N 3.862 1.639 -0.655 0.036
C -2.247 2.052 -1.210 -0.061
N -2.428 2.261 0.101 -0.206
C -3.754 2.225 0.285 0.625
C -4.509 2.385 1.493 -0.731
C -5.863 2.298 1.398 -0.641
C -6.491 2.054 0.146 -0.390
C -5.771 1.892 -1.066 -0.928
C -4.419 1.987 -0.964 0.760
N -3.383 1.905 -1.891 0.155
H -0.857 1.397 -2.696 0.463
H -0.755 3.106 -2.234 0.543
H -0.009 2.295 -0.030 0.219
H 1.639 3.265 -1.263 0.580
H 1.532 1.983 -2.470 0.391
H 3.042 -2.371 0.930 0.313
H 5.420 -2.835 1.429 0.464
H 7.164 -1.173 0.980 0.440
H 6.612 1.028 -0.011 0.465
H 4.316 2.481 -0.980 0.263
H -4.003 2.569 2.431 0.533
H -6.484 2.414 2.275 0.460
H -7.572 1.991 0.112 0.441
H -6.290 1.710 -1.997 0.497
H -3.479 1.700 -2.876 0.311
Se -1.167 -2.914 1.074 0.115
Se 0.543 -2.708 2.620 0.087
C 0.453 -0.816 2.957 0.510
C 0.776 -0.432 4.255 -0.847
C 0.659 0.894 4.618 -0.411
C 0.153 1.795 3.685 -1.097
C -0.143 1.336 2.423 -0.036
N 0.049 0.059 2.031 0.055
C -0.055 -3.301 -0.436 0.053
C -0.013 -4.563 -0.994 -0.725
C 0.822 -4.792 -2.079 -0.416
C 1.608 -3.752 -2.554 -0.939
C 1.519 -2.518 -1.946 -0.167
N 0.690 -2.292 -0.910 0.754
H 1.084 -1.179 4.975 0.438
H 0.914 1.214 5.619 0.470
H -0.017 2.832 3.936 0.504
H -0.605 2.001 1.702 0.327
H -0.622 -5.352 -0.575 0.538
H 0.867 -5.771 -2.536 0.484
H 2.283 -3.888 -3.387 0.516
H 2.118 -1.683 -2.282 0.473
F -3.346 -0.747 -2.843 -0.156
B -2.593 -1.765 -2.449 0.603
F -3.053 -2.632 -1.572 -0.208
F -1.434 -1.975 -3.057 -0.218
F -1.575 -0.537 -0.886 -0.670
```

Properties
* HOMO (spin up / spin down): -16.34 / -16.33 eV
* ⟨S²⟩: 6.03
* relative energy (zero: lowest compared OMol25 entry of this formula, charge and spin): 0.1830 eV
* multiplicity: 5
* frontier orbital gap (spin up / spin down): 0.3062 / 0.1765 Ha
* total charge: +3
* molar mass: 868.5 Da
* calculated total energy: -182452.921 eV

Molecular formula: C3H5NO2
Method: DFT, the ωB97M-V functional and the def2-TZVPD basis

```
11
Properties=species:S:1:pos:R:3:mulliken_charge:R:1
C -1.034 1.349 -0.075 -0.806
N 0.037 0.392 -0.070 -0.188
C -0.097 -0.902 0.168 0.577
O -1.127 -1.514 0.445 -0.632
C 1.525 -1.591 0.000 0.117
O 2.493 -0.935 -0.284 -0.494
H -1.953 0.816 0.175 0.302
H -0.854 2.131 0.668 0.278
H -1.136 1.803 -1.065 0.282
H 0.988 0.653 -0.290 0.199
H 0.974 -2.472 0.249 0.364
```

Properties
* HOMO: -9.12 eV
* relative energy (zero: lowest compared OMol25 entry of this formula, charge and spin): 2.3678 eV
* multiplicity: 1
* frontier orbital gap: 0.3357 Ha
* molar mass: 87.1 Da
* SMILES: CNC(=O)C=O
* calculated total energy: -8775.327 eV

Molecular formula: C16H24AgI2O12
Method: DFT, the ωB97M-V functional and the def2-TZVPD basis

```
55
Properties=species:S:1:pos:R:3:mulliken_charge:R:1
Ag 13.184 6.100 17.186 0.740
I 11.577 4.806 14.035 -0.722
I 16.592 4.221 17.802 -0.012
C 5.953 9.584 17.053 -1.187
C 7.173 10.314 16.566 0.357
C 7.999 11.274 17.486 -0.458
O 9.299 10.731 17.550 -0.271
C 9.283 9.579 16.931 0.608
O 10.224 8.777 16.876 -0.571
O 8.095 9.318 16.297 -0.356
H 5.714 9.984 18.038 0.324
H 6.032 8.498 17.080 0.327
H 5.121 9.887 16.417 0.284
H 6.943 10.730 15.585 0.349
H 7.559 11.150 18.475 0.301
H 7.995 12.283 17.073 0.298
C 7.518 5.105 23.151 -1.411
C 8.571 4.270 22.471 0.459
C 8.126 3.142 21.478 -0.324
O 9.167 3.220 20.528 -0.310
C 9.811 4.394 20.642 0.633
O 10.776 4.743 20.012 -0.557
O 9.378 5.143 21.694 -0.322
H 6.836 5.425 22.364 0.318
H 7.828 6.064 23.567 0.369
H 7.036 4.649 24.016 0.357
H 9.319 3.981 23.208 0.270
H 7.327 3.357 20.769 0.279
H 8.183 2.131 21.882 0.239
C 14.489 11.432 23.511 -1.394
C 15.135 10.216 22.844 0.481
C 15.215 8.903 23.605 -0.389
O 14.955 8.082 22.470 -0.319
C 14.321 8.645 21.533 0.732
O 13.811 8.133 20.542 -0.641
O 14.279 9.943 21.771 -0.300
H 13.426 11.268 23.685 0.349
H 14.631 12.243 22.797 0.329
H 14.857 11.783 24.475 0.384
H 16.159 10.424 22.532 0.238
H 14.530 8.789 24.446 0.259
H 16.199 8.625 23.984 0.262
C 18.120 11.329 12.438 -1.333
C 18.042 10.530 13.720 0.461
C 18.302 11.268 15.053 -0.423
O 17.384 10.733 15.959 -0.292
C 16.451 10.041 15.283 0.610
O 15.486 9.474 15.746 -0.542
O 16.821 9.910 13.964 -0.343
H 17.606 12.291 12.449 0.326
H 18.053 10.810 11.482 0.353
H 19.157 11.662 12.416 0.402
H 18.845 9.796 13.782 0.198
H 18.111 12.308 14.789 0.262
H 19.330 11.195 15.410 0.322
```

Properties
* HOMO (spin up / spin down): -6.50 / -6.49 eV
* ⟨S²⟩: 0.75
* relative energy (zero: lowest compared OMol25 entry of this formula, charge and spin): 5.2193 eV
* multiplicity: 2
* frontier orbital gap (spin up / spin down): 0.2085 / 0.1161 Ha
* molar mass: 770.0 Da
* calculated total energy: -61748.035 eV

Molecular formula: C6H7I
Method: DFT, the ωB97M-V functional and the def2-TZVPD basis

```
14
Properties=species:S:1:pos:R:3:mulliken_charge:R:1
C 1.656 -0.108 1.242 -0.341
C 0.913 0.051 0.285 -0.310
C -0.424 -0.583 3.656 0.076
C 0.336 -0.755 4.558 -0.637
C -1.032 -0.476 -1.275 -1.072
C -0.094 0.595 -0.620 -0.139
I 1.459 -0.658 6.215 0.195
H -1.308 -0.648 3.064 0.361
H 2.115 -0.619 2.038 0.433
H -0.636 -0.531 -2.316 0.256
H -2.028 -0.154 -1.407 0.360
H -0.966 -1.457 -0.768 0.333
H -0.863 1.196 -0.063 0.185
H 0.392 1.280 -1.349 0.302
```

Properties
* HOMO (spin up / spin down): -5.35 / -9.49 eV
* ⟨S²⟩: 2.01
* relative energy (zero: lowest compared OMol25 entry of this formula, charge and spin): 4.1528 eV
* multiplicity: 3
* frontier orbital gap (spin up / spin down): 0.2254 / 0.2176 Ha
* molar mass: 206.0 Da
* calculated total energy: -14426.726 eV